# 1
Here is a 3-piece molecular cluster, C3H12NO2 overall in a non-equilibrium geometry from the OMol25 dataset. Energies are from the ωB97M-V functional and the def2-TZVPD basis.

ORCA input file:
```
! RIJCOSX wB97M-V def2-TZVPD def2/J DEFGRID3
* xyz 1 1
C 2.380 0.239 1.225
C 1.420 -0.141 0.149
C 1.187 0.466 -0.987
N 0.627 -1.372 0.453
H 1.875 0.588 2.123
H 3.023 -0.606 1.496
H 3.019 1.045 0.913
H 0.462 0.136 -1.739
H 1.764 1.304 -1.366
H 0.752 -1.587 1.440
H 0.987 -2.168 -0.075
H -0.393 -1.191 0.298
H -2.191 -0.081 -0.258
H -2.587 -1.346 -1.035
O -1.836 -0.922 -0.608
H -2.494 2.489 0.368
H -2.986 2.143 -0.990
O -2.548 1.730 -0.229
*
```

The calculation puts the LUMO energy at -3.05 eV. The energy above the lowest of the compared OMol25 structures with the same formula, charge and spin comes out at 0.614 eV. Its frontier orbital gap is 0.4186 hartree.

Atom charges from the natural (NBO) analysis, given in e for atoms 1 to 8:
1. C -0.670
2. C 0.124
3. C -0.352
4. N -0.716
5. H 0.238
6. H 0.232
7. H 0.262
8. H 0.234

# 2
Here is one molecule with the formula C5H7N from the OMol25 dataset. Energies are from the ωB97M-V functional and the def2-TZVPD basis.

ORCA input file:
```
! RIJCOSX wB97M-V def2-TZVPD def2/J DEFGRID3
* xyz 0 1
C -0.749 0.909 0.399
C -0.759 -0.533 -0.142
C 0.261 -0.419 -1.286
N 1.347 -0.259 -0.285
C 0.480 -0.806 0.772
C 0.725 0.651 0.716
H -1.056 1.714 -0.279
H -1.293 0.980 1.346
H -1.676 -1.116 -0.228
H 0.144 0.460 -1.931
H 0.427 -1.309 -1.898
H 0.727 -1.531 1.538
H 1.423 1.259 1.278
*
```

Its SMILES is C1[C@H]2CN3[C@H]2[C@H]13. The calculation puts the LUMO energy at 1.13 eV. The energy above the lowest of the compared OMol25 structures with the same formula, charge and spin comes out at 3.046 eV. Its frontier orbital gap is 0.3796 hartree.

Atom charges from the natural (NBO) analysis, given in e for atoms 1 to 8:
1. C -0.401
2. C -0.239
3. C -0.221
4. N -0.367
5. C -0.098
6. C -0.117
7. H 0.194
8. H 0.213

# 3
Here is one molecule with the formula C5H10O2 from the OMol25 dataset. Energies are from the ωB97M-V functional and the def2-TZVPD basis.

ORCA input file:
```
! RIJCOSX wB97M-V def2-TZVPD def2/J DEFGRID3
* xyz 0 1
O -2.121 -1.845 0.684
C -1.688 -0.519 0.879
C -0.645 -0.135 -0.150
C 0.017 1.239 0.032
C 1.494 0.983 -0.348
C 1.506 -0.505 -0.733
O 0.417 -1.075 -0.031
H -1.312 -2.370 0.592
H -1.260 -0.375 1.885
H -2.567 0.127 0.791
H -1.084 -0.217 -1.158
H -0.064 1.569 1.074
H -0.454 2.001 -0.594
H 2.153 1.167 0.506
H 1.836 1.617 -1.171
H 2.415 -1.037 -0.438
H 1.358 -0.626 -1.819
*
```

Its SMILES is OC[C@H]1CCCO1. The calculation puts the LUMO energy at 1.03 eV. The energy above the lowest of the compared OMol25 structures with the same formula, charge and spin comes out at 1.326 eV. Its frontier orbital gap is 0.4054 hartree.

Atom charges from the natural (NBO) analysis, given in e for atoms 1 to 8:
1. O -0.712
2. C -0.067
3. C 0.062
4. C -0.431
5. C -0.431
6. C -0.068
7. O -0.543
8. H 0.477

Question: The highest energy above the lowest of the compared OMol25 structures with the same formula, charge and spin belongs to which entry?
Answer: C5H7N

Repeat the second record exactly.
Here is one molecule with the formula C5H7N from the OMol25 dataset. Energies are from the ωB97M-V functional and the def2-TZVPD basis.

ORCA input file:
```
! RIJCOSX wB97M-V def2-TZVPD def2/J DEFGRID3
* xyz 0 1
C -0.749 0.909 0.399
C -0.759 -0.533 -0.142
C 0.261 -0.419 -1.286
N 1.347 -0.259 -0.285
C 0.480 -0.806 0.772
C 0.725 0.651 0.716
H -1.056 1.714 -0.279
H -1.293 0.980 1.346
H -1.676 -1.116 -0.228
H 0.144 0.460 -1.931
H 0.427 -1.309 -1.898
H 0.727 -1.531 1.538
H 1.423 1.259 1.278
*
```

Its SMILES is C1[C@H]2CN3[C@H]2[C@H]13. The calculation puts the LUMO energy at 1.13 eV. The energy above the lowest of the compared OMol25 structures with the same formula, charge and spin comes out at 3.046 eV. Its frontier orbital gap is 0.3796 hartree.

Atom charges from the natural (NBO) analysis, given in e for atoms 1 to 8:
1. C -0.401
2. C -0.239
3. C -0.221
4. N -0.367
5. C -0.098
6. C -0.117
7. H 0.194
8. H 0.213

Question: The lowest frontier orbital gap belongs to which entry?
Answer: C5H7N